This record from the OMol25 dataset describes a molecular structure, C14H21N6O2ReS6Sb in a non-equilibrium geometry. The level of theory is ωB97M-V with the def2-TZVPD basis set.

Each line ends with the natural charge from an NBO analysis.
Element x y z (Å)
Re1 0.527 -0.044 1.729  0.883
S1 -2.619 -3.399 2.507  -0.332
Sb1 -3.317 -1.324 2.942  1.413
S2 -0.519 -0.400 3.583  -0.064
S3 -0.951 -0.826 0.195  0.410
S4 -4.356 0.395 3.885  -0.274
N1 -4.822 0.321 -5.854  -0.709
C1 -4.574 0.304 -4.542  0.271
C2 -4.820 1.455 -3.750  -0.251
C3 -4.582 1.434 -2.405  -0.130
C4 -4.085 0.259 -1.822  -0.492
C5 -3.822 -0.893 -2.574  -0.136
C6 -4.062 -0.865 -3.919  -0.247
S5 -3.727 0.303 -0.149  2.316
O1 -3.816 -1.000 0.494  -0.946
O2 -4.238 1.431 0.544  -0.867
N2 -1.911 0.566 -0.065  -0.804
C7 -1.406 1.722 0.425  0.233
S6 -2.022 3.289 0.159  0.616
C8 -0.744 3.958 1.117  -0.371
C9 0.068 3.000 1.586  -0.060
N3 -0.297 1.715 1.197  -0.501
H1 -5.225 1.133 -6.291  0.421
H2 -4.704 -0.498 -6.424  0.420
H3 -5.220 2.348 -4.213  0.246
H4 -4.804 2.292 -1.782  0.252
H5 -3.466 -1.797 -2.094  0.244
H6 -3.880 -1.747 -4.519  0.244
H7 -0.672 5.022 1.281  0.300
H8 0.921 3.143 2.231  0.255
C10 2.295 -2.347 2.412  -0.443
N4 3.553 -1.714 2.041  -0.372
C11 4.717 -2.100 2.849  -0.419
C12 3.542 -0.699 1.181  0.682
N5 2.334 -0.082 0.932  -0.874
N6 4.625 -0.299 0.528  -0.344
C13 5.771 -1.175 0.265  -0.421
C14 4.668 1.004 -0.139  -0.440
H9 2.503 -3.323 2.847  0.284
H10 1.665 -2.518 1.534  0.231
H11 1.766 -1.772 3.187  0.210
H12 4.414 -2.132 3.896  0.238
H13 5.516 -1.374 2.755  0.237
H14 5.082 -3.088 2.571  0.238
H15 2.386 0.468 0.076  0.429
H16 5.497 -2.218 0.390  0.231
H17 6.622 -0.937 0.902  0.237
H18 6.079 -1.025 -0.769  0.247
H19 4.279 0.946 -1.160  0.224
H20 5.703 1.329 -0.201  0.264
H21 4.127 1.759 0.431  0.221

Results
HOMO energy = -15.656 eV
Net charge = +3
HOMO-LUMO gap = 4.7 eV
Electronic energy = -3731.7516 Ha
Energy above the lowest of the compared OMol25 structures with the same formula, charge and spin = 16.79 kcal per mole
LUMO level = -10.99 eV